[1]
Computed, not measured: 2 unconnected molecules or ions with the total composition C6H14N4 at a distorted geometry, with ωB97M-V with the def2-TZVPD basis set.

XYZ file:
```
24
Properties=species:S:1:pos:R:3:forces:R:3:nbo_charge:R:1
C -7.8902 -0.4192 1.0362 0.9 4.1 -1.9 -0.53
C -7.7485 0.9358 1.2120 0.2 1.2 -1.2 0.25
C -7.7684 -0.8910 -0.1995 -0.3 -1.5 -0.3 0.60
C 4.7864 -1.6529 -0.6344 -0.9 -3.2 1.7 -0.70
C 3.3985 0.5662 -0.5492 3.9 -0.2 0.1 -0.61
C 4.3415 -0.5247 0.2183 -0.3 1.8 0.1 -0.07
N -7.6258 -1.5191 -1.1484 0.0 -1.1 -1.8 -0.47
N 6.7268 -0.3449 0.9751 -0.1 -1.9 1.9 -0.32
N -7.4728 1.8351 0.2565 0.5 -3.9 -1.2 -0.70
N 5.6185 0.1765 1.0207 -1.6 0.2 -0.9 0.11
H -8.0323 -1.0707 1.7637 -0.6 -2.7 3.3 0.29
H -7.8241 1.3452 2.1707 -0.4 0.5 1.4 0.23
H 3.8382 -2.2253 -0.9485 1.3 0.8 0.5 0.29
H 5.2642 -1.3803 -1.5704 0.5 0.0 0.2 0.26
H 5.3360 -2.4636 0.0833 -0.8 1.6 -2.2 0.22
H 3.8089 0.7420 -1.5698 -0.1 -0.1 0.7 0.23
H 3.5560 1.4667 0.0283 -0.6 0.4 0.0 0.24
H 2.3864 0.2859 -0.6759 -0.9 -0.6 0.5 0.25
H 3.7467 -0.7851 1.1291 0.8 -0.1 -0.5 0.26
H -7.9696 -2.1459 -1.8773 0.2 0.6 0.2 0.49
H 6.8468 -1.2911 0.5638 0.0 0.4 -0.7 0.40
H 7.4420 -0.1934 1.7650 -1.1 0.8 -1.5 0.45
H -7.2370 1.4294 -0.6839 -0.5 1.2 1.2 0.40
H -7.6611 2.7893 0.3265 -0.1 1.6 0.4 0.44
```
Forces are in eV/Å.

* multiplicity: 1
* orbital gap: 8.43 eV
* LUMO: -7.179 eV
* net charge: +2
* energy: -12390.1252 eV



[2]
Computed, not measured: 2 unconnected molecules or ions with the total composition C6H14N4O2 at a distorted geometry, with ωB97M-V with the def2-TZVPD basis set.

XYZ file:
```
26
Properties=species:S:1:pos:R:3:forces:R:3:nbo_charge:R:1
H 0.2147 3.4461 0.0039 -0.1 -0.4 0.0 0.33
N -0.3195 2.6707 0.4054 -0.1 0.1 -0.3 -0.78
C -0.9410 2.0033 -0.4997 0.1 0.1 0.2 0.59
N -0.9622 2.3202 -1.8676 -0.2 -0.5 0.1 -0.84
N -1.6597 0.8652 -0.1421 0.2 0.1 0.0 -0.46
C -1.5831 0.5049 1.2670 0.1 0.0 0.1 -0.41
C -2.9155 0.5291 -0.7994 -0.1 0.0 0.0 -0.40
H -0.3048 3.0440 -2.1102 0.0 0.0 0.0 0.38
H -0.8751 1.5109 -2.4782 -0.1 0.3 0.2 0.38
H -2.1146 1.2205 1.9182 0.0 -0.3 -0.2 0.19
H -0.5364 0.5474 1.5574 -0.1 0.0 0.2 0.22
H -1.9464 -0.5259 1.4173 0.1 0.5 -0.2 0.20
H -3.7472 1.2130 -0.5016 0.5 -0.4 -0.2 0.18
H -3.1786 -0.5013 -0.4958 0.1 0.5 -0.2 0.20
H -2.7875 0.5503 -1.8886 -0.2 0.0 0.3 0.20
O 3.1166 -1.6627 -2.3324 0.0 -0.3 0.4 -0.51
C 2.8794 -2.1510 -1.2570 -0.4 0.1 -0.3 0.45
C 3.1125 -1.4673 0.0702 0.1 0.1 0.2 -0.56
C 1.8097 -1.3294 0.7868 -1.0 -0.7 1.1 0.05
N 1.5613 -2.1142 1.7754 0.2 0.1 -0.6 -0.13
O 0.2052 -2.0992 2.1665 0.3 0.8 -0.3 -0.58
H 2.3953 -3.1508 -1.1438 0.2 0.1 -0.2 0.11
H 3.7651 -2.1262 0.6536 0.0 0.2 0.0 0.25
H 3.5682 -0.4935 -0.0891 0.2 0.0 -0.1 0.24
H 1.0497 -0.6116 0.4554 0.1 -0.3 -0.2 0.20
H 0.1939 -2.1925 3.1282 0.4 -0.2 -0.2 0.48
```
Forces are in eV/Å.

* multiplicity: 1
* orbital gap: 9.31 eV
* SMILES: [H]/N=C(\N)N(C)C.O=CC/C=N/O
* LUMO: 0.622 eV
* energy: -16502.0596 eV



[3]
Computed, not measured: 2 unconnected molecules or ions with the total composition C6H14N4O3 at a distorted geometry, with ωB97M-V with the def2-TZVPD basis set.

XYZ file:
```
27
Properties=species:S:1:pos:R:3:forces:R:3:nbo_charge:R:1
N -2.6082 -2.7789 1.9688 0.4 1.2 -1.9 -0.48
C -2.3844 -2.1701 0.9792 -0.4 -2.1 4.4 0.43
N -2.1504 -1.5797 -0.1177 -0.2 1.2 -2.5 -0.65
C -1.1616 -0.7905 -0.4210 -0.3 -0.1 2.7 0.66
N -0.9937 -0.5269 -1.6962 0.9 1.3 -3.6 -0.59
C 0.1237 0.2540 -2.3753 -0.4 0.3 2.6 -0.25
C 0.0869 1.8129 -2.1957 -1.6 -1.7 -2.1 -0.08
O -1.1693 2.4165 -2.5456 0.2 -0.9 0.8 -0.71
N -0.3054 -0.1978 0.5050 -2.6 -0.9 -0.8 -0.64
C -0.6314 0.3354 1.8073 -1.9 -3.0 1.3 -0.25
C 0.6427 0.5226 2.5554 0.5 -0.8 1.3 -0.07
O 1.4960 -0.6274 2.4875 -0.9 -2.3 0.1 -0.76
H -1.6888 -0.9149 -2.3525 0.7 0.0 1.0 0.43
H 1.0688 0.0465 -1.7964 -0.6 -0.6 -1.3 0.22
H 0.0998 -0.0326 -3.4267 0.3 -0.1 0.3 0.22
H 0.2915 2.0062 -1.1735 0.8 0.7 0.8 0.17
H 0.8110 2.0713 -2.9728 0.2 0.9 0.7 0.20
H -1.7852 1.9966 -1.9100 0.1 0.5 -0.6 0.46
H 0.5643 -0.0244 0.1503 2.7 0.8 -0.8 0.39
H -1.2180 -0.5237 2.3920 0.8 2.0 -1.2 0.23
H -1.2479 1.2416 1.7634 0.1 -0.1 0.1 0.21
H 1.2184 1.2683 2.0676 0.7 1.0 -0.2 0.17
H 0.4994 0.7886 3.6312 -0.2 0.0 -0.9 0.19
H 0.9969 -1.5227 2.6019 0.9 2.6 -0.2 0.49
O 2.8816 -0.9178 -0.2427 2.1 -0.7 -0.6 -0.98
H 3.8331 -1.2532 -0.3956 -2.4 0.9 0.6 0.48
H 2.7304 -0.8999 0.7122 0.1 -0.1 0.2 0.50
```
Forces are in eV/Å.

* multiplicity: 1
* orbital gap: 9.12 eV
* SMILES: N#CN=C(NCCO)NCCO.O
* LUMO: 0.332 eV
* energy: -18550.2644 eV



[4]
Computed, not measured: a gas-phase ion, C6H14N4OP (charge +1), with ωB97M-V with the def2-TZVPD basis set.

XYZ file:
```
26
Properties=species:S:1:pos:R:3:forces:R:3:nbo_charge:R:1
C 2.3565 -0.6181 1.5786 -0.1 0.0 0.0 -0.61
C 1.7670 -0.6356 0.1646 0.0 -0.1 0.2 -0.24
C 2.7583 -1.1702 -0.8712 0.0 0.0 0.0 -0.61
C 1.2841 0.7691 -0.2424 0.1 -0.1 -0.2 -0.22
N -0.1372 1.0028 0.0607 0.2 0.0 -0.1 -0.34
C -0.6932 1.8564 0.9898 0.6 0.0 0.1 0.21
N -1.9708 1.7681 1.0122 -0.7 0.0 0.1 -0.20
N -2.2807 0.8316 0.0609 0.1 -0.1 -0.4 -0.46
P -3.9240 0.2381 -0.3029 -0.3 -0.4 0.2 1.46
N -4.1587 -1.1901 0.1939 -0.1 0.3 -0.3 -1.22
C -1.1723 0.3813 -0.5100 0.3 -0.2 0.0 0.72
O -1.1531 -0.5527 -1.4406 -0.2 0.4 0.2 -0.61
H 1.5829 -0.4191 2.3280 0.1 0.1 -0.1 0.21
H 2.7858 -1.5915 1.8214 0.0 0.1 0.0 0.24
H 3.1412 0.1386 1.6732 0.0 -0.1 0.0 0.21
H 0.8995 -1.3074 0.1937 0.1 0.1 -0.1 0.21
H 3.2348 -2.0807 -0.5032 0.0 0.1 0.0 0.24
H 3.5412 -0.4404 -1.0991 0.0 -0.1 0.1 0.22
H 2.2565 -1.4325 -1.8095 0.1 0.1 0.1 0.20
H 1.8439 1.5408 0.2887 0.0 0.0 -0.1 0.24
H 1.4229 0.9455 -1.3150 0.0 0.0 0.1 0.22
H -0.1008 2.5066 1.6157 -0.1 0.0 0.0 0.25
H -4.5737 1.2894 0.3390 0.1 0.1 0.1 -0.02
H -3.9491 0.5291 -1.6725 0.0 0.2 0.0 -0.04
H -4.3728 -1.8744 -0.5216 0.1 -0.2 0.2 0.41
H -0.3880 -0.4847 -2.0323 0.1 -0.1 0.1 0.53
```
Forces are in eV/Å.

* multiplicity: 1
* orbital gap: 10.32 eV
* SMILES: CC(C)Cn1cn[n+]([PH2]=N)c1O
* LUMO: -3.117 eV
* net charge: +1
* energy: -23738.3927 eV



[5]
Computed, not measured: a single C6H14N6O4 molecule at a distorted geometry, with ωB97M-V with the def2-TZVPD basis set.

XYZ file:
```
30
Properties=species:S:1:pos:R:3:forces:R:3:nbo_charge:R:1
N 2.1239 -2.5248 0.3764 0.9 -1.3 -1.4 -0.80
C 2.4004 -1.3212 -0.1692 0.2 1.4 -1.2 0.63
N 3.0646 -1.2629 -1.3818 2.0 -1.1 -0.5 -0.83
N 1.9328 -0.2830 0.4142 -0.4 -0.2 1.0 -0.64
C 2.1612 1.0954 0.0695 1.6 -1.2 -1.6 -0.22
C 0.9145 1.8590 0.2690 -1.8 1.6 0.2 -0.43
C -0.3073 1.2623 -0.4799 1.0 -1.6 0.3 -0.43
C -1.4112 0.7788 0.4655 -0.8 -1.5 0.2 -0.13
C -1.2411 -0.4554 1.4883 -1.6 0.4 0.5 0.79
O -2.2917 -0.9037 1.9353 1.5 0.5 -0.5 -0.62
O -0.0692 -0.8396 1.9442 -0.4 0.1 -0.4 -0.71
N -2.7388 0.3627 -0.2409 3.2 1.0 0.3 -0.09
N -3.8573 1.1133 0.0105 -2.6 -1.7 0.7 -0.63
N -2.7829 -0.7367 -1.0325 0.9 0.1 0.0 0.63
O -1.7115 -1.2292 -1.3484 0.9 0.0 0.5 -0.45
O -3.8333 -1.1620 -1.4660 -1.3 0.7 0.4 -0.43
H 2.0894 -3.3575 -0.2518 -0.3 1.2 1.1 0.40
H 1.4442 -2.3687 1.0807 -0.8 -0.9 0.7 0.42
H 3.5913 -2.1473 -1.6323 -0.9 1.7 0.4 0.39
H 3.6424 -0.4116 -1.5597 -0.9 -1.2 0.3 0.40
H 2.9252 1.4474 0.8097 -0.1 0.2 -1.3 0.22
H 2.4350 1.1428 -1.0974 -0.1 0.4 2.5 0.17
H 1.0269 2.8235 -0.1780 0.5 0.8 -0.4 0.22
H 0.7360 2.1535 1.3192 -0.1 -0.7 -0.1 0.21
H 0.1928 0.4115 -1.0469 -1.5 1.1 0.1 0.24
H -0.8114 2.0206 -1.0857 0.4 -0.3 -0.3 0.23
H -1.5707 1.6755 1.1392 -0.8 -1.2 -0.8 0.25
H 0.7088 -0.5612 1.3375 0.3 0.4 0.0 0.49
H -4.2380 0.7826 0.9586 0.7 0.5 -1.3 0.36
H -4.5251 0.6360 -0.6472 0.2 1.0 0.5 0.39
```
Forces are in eV/Å.

* multiplicity: 1
* orbital gap: 9.61 eV
* SMILES: NC(N)=NCCC[C@H](C(=O)O)N(N)[N+](=O)[O-]
* LUMO: 0.449 eV
* energy: -23575.3049 eV



[6]
Computed, not measured: a gas-phase ion, C6H14NO (charge -1) at a distorted geometry, with ωB97M-V with the def2-TZVPD basis set.

XYZ file:
```
22
Properties=species:S:1:pos:R:3:forces:R:3:nbo_charge:R:1
C -0.4655 1.6997 1.0140 -0.9 0.9 0.7 -0.64
C -0.3904 1.0311 -0.3484 -1.3 0.6 -1.9 -0.18
C 0.8810 1.6662 -1.1219 -1.6 -1.8 1.6 -0.60
C -0.5073 -0.5243 -0.2206 3.3 1.4 1.1 -0.07
C -1.5816 -0.9923 0.6929 -2.4 2.0 0.5 -0.61
N 0.8600 -0.9143 0.0968 0.4 0.4 1.8 -0.74
C 1.3912 -2.2820 -0.4960 -1.9 0.9 -0.5 0.19
O 1.0600 -3.3607 0.1212 0.2 -0.8 0.7 -0.91
H -0.0833 1.0738 1.7873 -0.3 -1.2 0.7 0.21
H 0.1755 2.5297 1.2723 0.5 0.9 -1.1 0.20
H -1.4684 2.0863 1.2970 0.4 -0.6 -0.1 0.20
H -1.3623 1.2019 -0.9708 1.4 0.8 0.9 0.17
H 1.1831 1.1992 -2.0546 -0.1 0.1 0.0 0.21
H 1.6860 1.7291 -0.4221 1.0 -1.2 0.4 0.20
H 0.7182 2.7004 -1.1109 -1.0 1.8 -1.2 0.18
H -0.7887 -0.8867 -1.1622 0.1 -0.6 -1.7 0.18
H -1.7300 -2.0663 0.5858 -0.3 0.2 -0.1 0.24
H -2.5111 -0.2990 0.3790 1.2 -1.9 0.7 0.16
H -1.4321 -0.7485 1.7610 0.2 -0.2 -0.4 0.19
H 1.0301 -0.5738 1.1536 0.0 -1.9 -3.0 0.32
H 0.9000 -2.2209 -1.5548 0.3 0.4 0.6 0.02
H 2.4358 -2.0486 -0.6984 1.0 0.0 0.3 0.07
```
Forces are in eV/Å.

* multiplicity: 1
* orbital gap: 6.07 eV
* SMILES: CC(C)[C@H](C)NC[O-]
* LUMO: 3.655 eV
* net charge: -1
* energy: -9984.4826 eV



[7]
Computed, not measured: a gas-phase ion, C6H14NO (charge -1) at a distorted geometry, with ωB97M-V with the def2-TZVPD basis set.

XYZ file:
```
22
Properties=species:S:1:pos:R:3:forces:R:3:nbo_charge:R:1
C -2.0390 0.7525 -1.7128 0.5 0.9 0.5 -0.60
C -0.9070 -0.0285 -1.0464 -1.4 -1.9 -0.4 -0.22
C -1.2532 -1.5659 -1.1485 0.6 0.7 0.2 -0.60
C -0.7496 0.2190 0.4363 1.3 0.5 1.2 -0.43
C 0.6801 -0.1733 0.9630 -0.9 0.1 0.2 -0.21
N 1.5464 0.9807 1.1366 0.0 -0.6 0.2 -0.71
C 2.8947 0.5597 1.8237 0.1 0.5 -0.5 0.15
O 3.9054 0.4165 0.9958 0.1 -0.2 -0.4 -0.94
H -2.0884 0.6105 -2.7857 0.0 -0.2 -0.3 0.19
H -3.0223 0.5199 -1.2881 0.2 0.0 0.1 0.19
H -1.8118 1.8154 -1.5372 -0.4 -0.1 -0.1 0.20
H 0.0168 0.1020 -1.6248 0.0 0.3 0.4 0.20
H -0.9686 -1.9682 -2.1059 0.2 -0.3 -0.4 0.19
H -2.3075 -1.8016 -1.0162 -0.2 0.4 0.1 0.19
H -0.7164 -2.0743 -0.3475 0.1 -0.3 -0.3 0.21
H -1.4899 -0.3527 1.0065 -0.2 -0.1 -0.3 0.18
H -0.8472 1.2499 0.7967 -0.2 0.1 -0.5 0.22
H 0.5670 -0.6094 1.9644 0.0 -0.1 -0.3 0.17
H 1.0754 -0.9553 0.2900 0.2 0.0 0.2 0.15
H 1.7981 1.2987 0.2030 0.5 0.0 0.2 0.34
H 3.0683 1.3597 2.5725 -0.2 0.3 0.2 0.06
H 2.6487 -0.3554 2.4245 -0.3 0.0 -0.1 0.05
```
Forces are in eV/Å.

* multiplicity: 1
* orbital gap: 5.76 eV
* SMILES: CC(C)CCNC[O-]
* LUMO: 3.441 eV
* net charge: -1
* energy: -9985.9342 eV



[8]
Computed, not measured: a molecular structure, C6H14NO at a distorted geometry, with ωB97M-V with the def2-TZVPD basis set.

XYZ file:
```
22
Properties=species:S:1:pos:R:3:forces:R:3:nbo_charge:R:1
C -3.9569 0.9778 0.0405 -1.3 -0.4 0.5 -0.59
C -2.6975 0.7228 0.8462 0.6 1.0 -0.8 -0.22
N -1.7989 -0.1370 0.1921 0.1 -0.2 -0.1 -0.81
C -0.5709 -0.1260 0.9025 -0.8 -0.5 0.3 -0.40
C 3.0363 -0.4399 -1.9337 0.2 0.0 0.2 -0.62
C 2.3766 -1.1701 -0.7630 0.3 2.0 1.4 -0.47
C 2.8786 -0.6713 0.5309 3.4 -0.1 0.3 0.37
O 2.7124 -0.9485 1.6875 -0.7 -1.0 0.4 -0.57
H -3.8927 1.5449 -0.8918 0.5 -0.1 0.1 0.18
H -4.7026 1.4867 0.6767 0.1 0.1 -0.1 0.16
H -4.4260 0.0112 -0.1864 0.2 0.0 -0.2 0.19
H -3.0374 0.4496 1.8819 0.2 -0.3 0.1 0.09
H -2.2083 1.7335 0.9933 -0.2 0.0 0.2 0.08
H -0.7146 -0.4388 1.9655 0.2 0.1 0.2 0.11
H -0.0616 0.8769 0.9709 0.1 0.1 -0.1 0.08
H 0.1221 -0.8604 0.4941 0.1 0.0 -0.1 0.14
H 2.5601 0.5313 -2.0749 -0.1 -0.2 -0.3 0.22
H 2.9962 -0.9959 -2.8710 0.0 0.0 0.1 0.22
H 4.0780 -0.2031 -1.6814 0.0 -0.3 -0.3 0.20
H 2.0205 -2.1838 -0.8395 -0.6 0.2 0.1 0.25
H 3.5675 0.1848 0.3219 -0.3 0.3 -0.1 0.08
H 1.7190 -0.3450 -0.2622 -2.1 -1.0 -1.9 0.32
```
Forces are in eV/Å.

* multiplicity: 1
* orbital gap: 4.49 eV
* LUMO: 3.319 eV
* net charge: -1
* energy: -9983.1535 eV



Calculated energy above the lowest of the compared OMol25 structures with the same formula, charge and spin (eV), listed in the same order as above: 3.814; 3.656; 2.239; 0.000; 0.277; 2.141; 0.689; 3.470